No. 1
DFT (ωB97M-V/def2-TZVPD) results for a molecular structure, F6Li2N3O12S6 at a distorted geometry.

Element x y z (Å)
Li (-1.3088, -0.8423, 2.1020)
Li (-0.0978, 0.0189, 0.4129)
N (2.5573, 0.4367, -3.5147)
S (1.0232, 0.3007, -2.9366)
O (0.0583, 1.1641, -3.6501)
O (0.7574, -0.0383, -1.5208)
F (0.8610, -1.0749, -3.7773)
S (2.8236, 1.8497, -2.9730)
O (3.2504, 1.9733, -1.6032)
O (2.0977, 2.9846, -3.4660)
F (4.2210, 2.0213, -3.8009)
N (-1.7897, -0.8851, 0.2204)
S (-2.2670, -2.4601, -0.1334)
O (-2.3469, -2.9089, -1.5156)
O (-3.3560, -2.9493, 0.7529)
F (-1.0108, -3.1972, 0.3856)
S (-2.7984, -0.1379, -0.7149)
O (-4.2314, -0.3359, -0.5171)
O (-2.3617, 0.0717, -2.0931)
F (-2.5981, 1.3150, -0.0044)
N (0.3002, 0.2013, 2.2421)
S (1.3677, -0.7248, 3.2111)
O (1.1435, -1.0047, 4.6266)
O (2.7489, -0.6120, 2.7616)
F (0.9389, -2.1538, 2.5755)
S (0.2710, 1.3296, 3.1804)
O (1.1976, 2.4336, 3.0482)
O (-0.4948, 1.1974, 4.3993)
F (-0.9564, 2.0271, 2.3024)

The frontier orbital gap (alpha / beta) is 4.3 / 8.5 eV. The value obtained for the HOMO energy (alpha / beta) is -0.2 / -4.6 eV. Its net charge is -2. As for the energy above the lowest of the compared OMol25 structures with the same formula, charge and spin: 0.000 eV. The spin multiplicity is 2.

No. 2
DFT (ωB97M-V/def2-TZVPD) results for C23H29N3O4 in the gas phase.

Element x y z (Å)
C (-4.4464, 4.1521, 5.9872)
H (-5.3042, 3.5966, 6.3876)
O (-4.2984, 3.9365, 4.6071)
C (-5.4197, 4.3603, 3.8641)
H (-5.6656, 5.4048, 4.1000)
C (-5.1413, 4.3065, 2.3606)
O (-5.3150, 5.2956, 1.6746)
N (-4.7626, 3.1229, 1.8379)
C (-4.4822, 1.9047, 2.5587)
H (-4.8101, 1.9881, 3.5907)
C (-2.9837, 1.6041, 2.5214)
H (-2.7736, 0.6699, 3.0427)
H (-2.4436, 2.4073, 3.0229)
C (-2.5042, 1.5073, 1.0721)
C (-2.8671, 2.8003, 0.3331)
C (-4.3681, 3.0617, 0.4447)
H (-4.6288, 4.0153, -0.0165)
H (-4.9294, 2.2581, -0.0456)
H (-2.5757, 2.7406, -0.7162)
H (-2.3188, 3.6252, 0.7916)
O (-1.1030, 1.3012, 1.1137)
C (-0.4417, 0.8337, 0.0224)
C (0.9464, 0.7449, 0.1629)
C (1.7333, 0.2625, -0.8589)
C (1.1554, -0.1481, -2.0592)
C (-0.2231, -0.0416, -2.2004)
C (-1.0212, 0.4381, -1.1795)
H (-2.0868, 0.4981, -1.3367)
H (-0.6637, -0.3422, -3.1393)
C (1.9311, -0.6727, -3.2202)
O (1.4783, -0.6730, -4.3535)
N (3.1688, -1.1274, -2.9275)
H (3.4653, -1.2921, -1.9751)
C (4.0157, -1.7597, -3.9051)
H (3.6108, -1.5168, -4.8904)
H (5.0261, -1.3497, -3.8128)
C (4.0649, -3.2809, -3.7286)
C (4.6441, -3.7181, -2.4104)
N (4.7628, -2.8001, -1.4604)
C (5.2638, -3.1353, -0.2840)
C (5.6810, -4.4184, 0.0177)
C (5.5505, -5.3871, -0.9647)
C (5.0230, -5.0530, -2.2042)
C (4.8650, -6.0855, -3.2748)
H (3.8346, -6.1203, -3.6255)
H (5.1409, -7.0685, -2.9008)
H (5.4991, -5.8517, -4.1299)
H (5.8574, -6.4054, -0.7689)
H (6.0892, -4.6567, 0.9872)
H (5.3284, -2.3333, 0.4400)
H (4.6538, -3.7099, -4.5419)
H (3.0491, -3.6797, -3.8133)
H (2.8040, 0.2327, -0.7225)
H (1.3819, 1.0693, 1.0950)
H (-2.9966, 0.6481, 0.5913)
H (-5.0343, 1.0887, 2.0742)
H (-6.3023, 3.7402, 4.0983)
H (-4.5824, 5.2166, 6.2112)
H (-3.5314, 3.7956, 6.4558)

The frontier orbital gap is 9.2 eV. The value obtained for the HOMO energy is -8.4 eV. As for the energy above the lowest of the compared OMol25 structures with the same formula, charge and spin: 1.222 eV.

No. 3
DFT (ωB97M-V/def2-TZVPD) results for 19 unconnected molecules or ions with the total composition C19H74BN5O21P at a distorted geometry.

Element x y z (Å)
C (4.5660, 1.4380, 4.0815)
C (3.5992, 0.8119, 3.1869)
N (3.3664, 1.4920, 1.8762)
C (3.3145, 2.9931, 1.7797)
C (1.8697, 3.4115, 2.4011)
C (0.6586, 3.0195, 1.4185)
C (-0.7963, 3.2588, 2.0913)
C (-1.6042, 4.4981, 1.4790)
C (-2.0419, 4.3189, -0.0531)
C (-3.5863, 3.8821, -0.2315)
C (-3.7722, 2.2799, -0.2064)
O (-5.1069, 1.8906, -0.7137)
C (-5.6771, 0.9316, 0.1912)
C (-5.5708, -0.6722, -0.0280)
O (-6.2671, 1.2870, 1.2476)
C (3.2020, 0.7386, 0.7778)
N (3.1721, -0.7177, 0.6433)
C (2.9448, -1.1170, -0.7256)
P (2.7574, -2.8030, -1.5407)
C (0.9751, -2.7717, -2.2535)
C (2.7499, -4.2218, -0.2958)
C (2.3897, -3.7852, 1.2127)
N (2.8845, 0.1393, -1.4207)
B (2.7142, 0.5056, -2.8759)
O (3.9392, 0.8355, -3.6013)
N (1.4314, 0.6064, -3.6127)
C (1.7358, 1.1521, -4.9938)
C (0.5101, 1.6276, -3.0090)
N (3.0090, 1.1988, -0.5777)
H (4.2452, 2.0966, 4.9677)
H (5.7043, 1.3497, 3.9012)
H (3.0695, -0.1443, 3.4902)
H (4.1128, 3.5159, 2.3952)
H (3.4040, 3.3807, 0.7133)
H (1.7191, 2.7915, 3.3739)
H (1.8154, 4.5077, 2.7007)
H (0.7105, 1.8918, 1.1906)
H (0.6715, 3.5734, 0.4200)
H (-1.4534, 2.3312, 1.9784)
H (-0.6949, 3.4645, 3.2225)
H (-2.5631, 4.6035, 2.1134)
H (-1.0400, 5.4836, 1.5705)
H (-1.3488, 3.6473, -0.6669)
H (-1.9708, 5.3656, -0.5343)
H (-3.9636, 4.2248, -1.2593)
H (-4.2783, 4.3450, 0.5434)
H (-3.0244, 1.7375, -0.8875)
H (-3.7366, 1.9314, 0.8768)
H (-6.4022, -1.0526, -0.7182)
H (-4.5223, -0.9339, -0.3899)
H (-5.7271, -1.1761, 0.9864)
H (0.6424, -3.8120, -2.6085)
H (0.8496, -1.9741, -3.0616)
H (0.3003, -2.5262, -1.3515)
H (3.7091, -4.8463, -0.3075)
H (1.9125, -4.9441, -0.6272)
H (1.9446, -4.6728, 1.7959)
H (3.3590, -3.5033, 1.7677)
H (1.6306, -2.9378, 1.2516)
H (4.3806, 1.5492, -3.0767)
H (0.7622, 1.2922, -5.5889)
H (2.2143, 2.1948, -4.9393)
H (2.3628, 0.4141, -5.6116)
H (1.0036, 2.6702, -2.9308)
H (-0.3467, 1.7665, -3.7689)
H (0.0149, 1.2908, -2.0402)
H (2.9584, 2.1508, -0.9703)
O (-9.4704, 1.1932, 0.7214)
H (-9.7901, 1.6568, 1.5074)
H (-8.5499, 0.9885, 0.9298)
O (-2.6355, -0.3004, 1.2232)
H (-3.2369, 0.0470, 1.8943)
H (-2.6580, -1.2561, 1.3626)
O (-3.7617, -3.1427, -1.1999)
H (-4.1233, -3.9815, -0.8885)
H (-4.2623, -2.9570, -2.0043)
O (3.3034, -6.9036, -1.8757)
H (4.1828, -6.9628, -1.4716)
H (3.2193, -5.9730, -2.1136)
O (-7.2342, 0.3398, -2.5099)
H (-7.4317, 0.8388, -3.3123)
H (-6.5316, 0.8458, -2.0824)
O (6.2417, -5.8596, -0.8315)
H (7.1274, -6.0893, -1.1385)
H (6.2248, -4.8924, -0.8643)
O (-1.1199, 5.0337, -3.4104)
H (-1.4354, 5.8724, -3.0525)
H (-1.9295, 4.5484, -3.6187)
O (4.9905, -8.0369, -3.9722)
H (4.3789, -7.6817, -3.3097)
H (4.9613, -8.9905, -3.8310)
O (7.5345, -0.0374, 3.6563)
H (8.4317, -0.2908, 3.4058)
H (7.0380, -0.0926, 2.8310)
O (-10.4913, 0.4413, -2.1273)
H (-10.8094, 0.9037, -1.3423)
H (-9.5710, 0.2368, -1.9184)
O (-0.2493, -5.6635, 1.0021)
H (-0.4155, -6.1027, 1.8453)
H (0.2012, -6.3351, 0.4745)
O (-1.4708, -1.1927, -3.3565)
H (-1.8250, -0.4862, -2.8027)
H (-0.6952, -0.7951, -3.7738)
O (6.2816, -3.0002, 0.2179)
H (5.9290, -2.2917, 0.7718)
H (7.0610, -2.6073, -0.1959)
O (7.3053, -5.1666, 2.4240)
H (6.9544, -6.0617, 2.3452)
H (6.7328, -4.6398, 1.8507)
O (-8.9024, 2.9854, 3.2973)
H (-8.0153, 2.7659, 2.9828)
H (-8.9265, 3.9496, 3.2737)
O (0.5310, 2.0325, 5.3366)
H (0.2521, 1.9977, 6.2632)
H (0.5487, 1.1071, 5.0654)
O (-1.5202, 2.9232, -5.7376)
H (-1.7222, 3.4129, -6.5446)
H (-0.8161, 3.4369, -5.3196)
O (0.0083, 1.0172, 8.2047)
H (0.0378, 1.6285, 8.9511)
H (0.3731, 0.1975, 8.5597)

The frontier orbital gap is 6.9 eV. The value obtained for the HOMO energy is -10.6 eV. Its net charge is +1.

No. 4
DFT (ωB97M-V/def2-TZVPD) results for C4H8N2S in the gas phase at a distorted geometry.

Element x y z (Å)
C (-0.7722, 0.8224, 0.2502)
C (-0.3603, -0.1232, -0.5969)
C (1.0114, -0.5804, -0.4243)
C (-0.9314, -0.6160, -1.9929)
N (0.3945, 1.3057, 1.3839)
N (0.0236, 0.7517, 2.6388)
S (1.8679, 0.6372, 0.6215)
H (-1.6879, 1.3595, 0.4253)
H (1.1824, -1.5020, 0.1057)
H (1.5399, -0.6629, -1.4211)
H (-1.3975, -1.5245, -1.7220)
H (-0.2463, -0.8742, -2.7000)
H (-1.6975, 0.0467, -2.3869)
H (0.3002, -0.1988, 2.5107)
H (0.7731, 1.1588, 3.3082)

The frontier orbital gap is 9.2 eV. The value obtained for the HOMO energy is -8.4 eV. As for the energy above the lowest of the compared OMol25 structures with the same formula, charge and spin: 3.975 eV.